Record 1
Here is a 2-piece molecular cluster, C4H12 overall from OMol25. Energies are from ωB97M-V/def2-TZVPD.

```
16
Properties=species:S:1:pos:R:3:forces:R:3:nbo_charge:R:1
C -2.4177 0.9450 -0.8220 -0.41 0.60 0.03 -0.615
C -1.9737 -0.4774 -0.6087 0.89 -1.21 -0.30 -0.613
H -2.8134 1.3410 0.1106 -0.22 0.07 0.05 0.204
H -1.6625 1.6707 -1.1177 0.48 -0.35 -0.07 0.206
H -3.1871 1.0438 -1.5891 -0.18 -0.20 0.14 0.206
H -1.8254 -1.0807 -1.5109 -0.33 0.39 -0.30 0.203
H -2.6497 -1.0757 0.0026 -0.21 0.28 0.07 0.206
H -0.9885 -0.5861 -0.1515 -0.21 0.43 0.28 0.202
C 1.7117 -0.8365 0.7673 0.27 0.58 -0.34 -0.601
C 2.6823 0.3614 0.6368 -0.59 -0.61 0.49 -0.606
H 0.6774 -0.5332 0.6522 -0.06 0.16 0.41 0.196
H 1.8517 -1.5904 -0.0086 0.29 -0.04 0.10 0.200
H 1.8802 -1.2641 1.7511 -0.26 -0.37 -0.02 0.203
H 2.6984 0.8835 1.5913 0.17 0.04 0.12 0.200
H 2.3623 1.1120 -0.0800 0.23 -0.21 -0.44 0.204
H 3.6732 -0.0483 0.4528 0.15 0.45 -0.24 0.204
```
Forces are in eV/Å.

Properties
* HOMO: -0.423 hartree
* frontier orbital gap: 12.625 eV
* LUMO level: 1.1 eV
* energy above the lowest of the compared OMol25 structures with the same formula, charge and spin: 6.6 kcal/mol
* SMILES: CC.CC



Record 2
Here is CH3NOP2S in the gas phase from OMol25. Energies are from ωB97M-V/def2-TZVPD.

```
9
Properties=species:S:1:pos:R:3:forces:R:3:nbo_charge:R:1
C -0.1915 -0.7103 -1.5141 1.85 -1.10 2.04 -0.339
N -0.5704 0.4766 -0.9175 0.44 1.02 -0.58 -0.994
O -0.3137 1.3717 1.5483 -0.26 1.12 -0.46 -1.125
P -0.6743 1.6661 -0.0094 -0.39 0.15 -0.29 1.443
P 0.1805 0.3495 2.6737 -2.00 -1.84 0.83 0.729
S 0.3835 -1.8551 -0.1666 -0.21 0.09 0.35 -0.017
H -0.9523 -1.1531 -2.0324 -2.31 -1.06 -1.17 0.206
H 0.6589 -0.7529 -2.1668 0.48 1.16 -0.49 0.218
H 1.4792 0.6075 2.5849 2.42 0.48 -0.23 -0.123
```
Forces are in eV/Å.

Properties
* HOMO (alpha / beta): -0.336 / -0.305 hartree
* frontier orbital gap (alpha / beta): 8.226 / 6.412 eV
* LUMO level (alpha / beta): -0.9 / -1.9 eV
* energy above the lowest of the compared OMol25 structures with the same formula, charge and spin: 77.1 kcal/mol



Record 3
Here is C5H5ClO2 in the gas phase from OMol25. Energies are from ωB97M-V/def2-TZVPD.

```
13
Properties=species:S:1:pos:R:3:forces:R:3:nbo_charge:R:1
C -1.7778 0.1859 0.0012 -0.03 1.12 0.21 -0.639
C -0.3510 -0.2536 -0.0149 0.71 -0.23 0.25 -0.160
C 0.1713 -1.5108 0.0036 -1.09 0.09 -0.02 0.108
C 1.9019 -0.2310 -0.0004 -0.09 0.21 0.05 0.133
C 0.8163 0.5848 -0.0136 0.47 0.23 0.15 0.198
H -2.0345 0.7845 0.9469 0.34 -0.78 -1.39 0.222
H -2.4066 -0.6955 -0.0306 -0.29 0.00 0.01 0.234
H -1.9795 0.8055 -0.9165 -0.06 -0.45 0.95 0.220
H -0.2741 -2.4791 -0.0237 -0.36 -0.30 0.07 0.200
H -0.0255 2.2818 0.0081 0.31 0.05 0.00 0.481
O 1.5035 -1.5308 0.0258 0.91 0.39 -0.20 -0.393
O 0.8839 1.9488 0.0174 -0.53 -0.25 -0.10 -0.651
Cl 3.5722 0.1095 -0.0034 -0.29 -0.09 0.03 0.046
```
Forces are in eV/Å.

Properties
* HOMO: -0.304 hartree
* frontier orbital gap: 8.865 eV
* LUMO level: 0.6 eV
* energy above the lowest of the compared OMol25 structures with the same formula, charge and spin: 14.8 kcal/mol
* SMILES: Cc1coc(Cl)c1O



Record 4
Here is C33H44MoN7O7S4 as an isolated structure from OMol25. Energies are from ωB97M-V/def2-TZVPD.

```
96
Properties=species:S:1:pos:R:3:forces:R:3:lowdin_charge:R:1
Mo 0.0020 0.0560 0.2721 -1.67 0.28 -0.72 1.616
N 0.2294 -1.2561 2.1385 -0.32 -0.23 -0.07 -0.129
C -0.8460 -2.2791 2.1369 0.02 0.13 -0.10 -0.212
C -2.1462 -1.5911 1.7744 0.22 -0.07 0.00 -0.159
N -1.9432 -0.7930 0.5373 -1.17 0.71 0.38 -0.203
C -2.6005 -1.3125 -0.6895 0.40 -0.17 -0.18 -0.160
C -1.5655 -2.1226 -1.4452 -0.04 0.18 0.13 -0.192
N -0.4094 -1.2120 -1.6239 -0.15 -0.08 0.11 -0.082
H 1.1285 -1.7288 2.1361 0.15 0.02 -0.17 0.032
H 0.1702 -0.7102 2.9911 -0.06 0.20 0.04 0.061
H -0.9352 -2.7819 3.0983 0.06 -0.05 0.06 0.129
H -0.5826 -3.0176 1.3798 0.02 -0.06 0.02 0.088
H -2.4573 -0.9184 2.5725 -0.02 0.09 0.02 0.126
H -2.9380 -2.3239 1.6364 -0.08 0.01 -0.07 0.132
H -2.3945 0.1416 0.7043 -0.06 -0.32 0.02 0.062
H -2.8836 -0.4612 -1.3063 -0.03 -0.01 0.14 0.098
H -3.4971 -1.8798 -0.4538 -0.03 -0.08 0.12 0.134
H -1.9653 -2.4490 -2.4044 0.03 -0.03 -0.04 0.127
H -1.2494 -2.9954 -0.8728 0.07 -0.04 -0.03 0.107
H -0.7078 -0.5145 -2.3043 0.03 0.16 -0.02 0.046
H 0.3839 -1.7193 -1.9961 0.17 -0.07 0.11 0.044
C 6.5925 -1.9405 -0.6025 -0.10 -0.05 -0.04 -0.067
C 5.5384 -1.7995 -1.7008 0.10 -0.08 0.18 -0.183
N 4.2532 -2.4442 -1.3574 0.03 0.31 0.05 -0.110
C 4.0285 -3.7855 -1.8984 0.11 -0.09 0.07 -0.236
C 4.9085 -4.8497 -1.2516 0.01 0.08 -0.02 -0.064
C 3.3756 -1.8025 -0.5795 -0.30 -0.35 -0.13 -0.675
S 1.8920 -2.5429 -0.1050 0.42 -0.07 -0.02 0.710
N 3.8038 -0.5782 -0.1627 0.22 -0.14 0.26 0.127
C 3.1066 0.4065 0.2817 0.13 -0.25 -0.37 -0.347
O 1.7950 0.4569 0.2376 1.92 0.51 0.04 -0.305
C 3.7895 1.5856 0.8348 -0.13 0.25 0.14 -0.135
C 5.1750 1.5773 1.0050 -0.05 -0.08 -0.03 -0.011
C 5.8075 2.6795 1.5478 0.04 0.03 0.00 -0.062
C 5.0659 3.7968 1.9185 0.02 -0.04 -0.01 -0.061
C 3.6896 3.8097 1.7450 0.01 0.07 0.01 -0.055
C 3.0478 2.7091 1.2030 0.01 -0.08 -0.08 -0.018
H 7.4473 -1.2996 -0.8277 -0.05 -0.04 0.01 0.083
H 6.9509 -2.9656 -0.5177 -0.01 0.04 0.02 0.062
H 6.1741 -1.6426 0.3588 0.05 0.03 -0.03 0.065
H 5.8884 -2.2617 -2.6230 -0.05 -0.01 -0.03 0.122
H 5.3533 -0.7486 -1.8938 -0.02 0.03 -0.10 0.111
H 4.2215 -3.7494 -2.9724 -0.01 0.08 -0.01 0.122
H 2.9879 -4.0365 -1.7477 -0.15 0.02 -0.02 0.050
H 5.9632 -4.6984 -1.4853 -0.05 -0.03 0.04 0.066
H 4.6198 -5.8293 -1.6346 0.02 0.02 0.02 0.082
H 4.7821 -4.8509 -0.1676 0.00 -0.01 -0.04 0.085
H 5.7346 0.7001 0.7081 0.01 0.05 0.01 0.100
H 6.8823 2.6742 1.6770 -0.03 0.00 0.01 0.110
H 5.5666 4.6617 2.3346 -0.01 -0.02 0.01 0.110
H 3.1153 4.6840 2.0233 0.00 -0.02 -0.02 0.112
H 1.9787 2.7278 1.0412 -0.01 0.06 -0.01 0.057
C 0.1815 -2.4509 -8.5561 0.02 0.16 0.02 -0.041
C -0.5267 -1.5244 -7.6010 -0.01 -0.09 -0.04 -0.256
C 0.0738 -1.1466 -6.3991 0.03 0.04 -0.02 -0.033
C -0.6097 -0.3787 -5.4731 -0.01 0.04 0.01 -0.061
C -1.9041 0.0412 -5.7591 -0.11 -0.27 0.04 -0.278
C -2.5003 -0.2742 -6.9713 -0.02 0.11 0.03 -0.037
C -1.8058 -1.0514 -7.8849 0.06 -0.01 0.00 -0.019
S -2.8837 0.7989 -4.5057 0.01 0.15 -0.22 0.659
O -2.4734 0.1951 -3.2603 0.22 0.01 0.00 -0.310
O -4.2604 0.7569 -4.8895 0.05 0.03 -0.08 -0.263
N -2.4437 2.3738 -4.5180 -0.12 0.40 0.40 -0.128
C -1.3961 2.8801 -3.6154 -0.14 -0.28 0.00 -0.177
C -1.8176 3.1068 -2.1434 -0.09 -0.37 -0.12 -0.073
C -0.7397 2.6498 -1.1868 0.23 0.46 -0.01 -0.584
O -0.0470 3.4227 -0.5687 -0.08 -0.51 -0.01 0.081
O -0.5916 1.3089 -1.1630 -0.05 0.00 0.89 -0.266
H 0.7974 -3.1689 -8.0136 -0.02 0.02 -0.03 0.080
H 0.8376 -1.8933 -9.2300 -0.04 -0.02 0.03 0.090
H -0.5351 -3.0002 -9.1658 0.04 0.01 0.00 0.081
H 1.0853 -1.4730 -6.1823 -0.06 -0.04 0.01 0.117
H -0.1495 -0.1222 -4.5246 -0.02 -0.04 -0.08 0.098
H -3.5087 0.0682 -7.1721 0.06 -0.09 0.00 0.119
H -2.2758 -1.3196 -8.8238 -0.01 -0.01 0.04 0.122
H -3.2708 2.9584 -4.5990 0.11 -0.08 -0.06 0.124
H -1.0439 3.8162 -4.0398 0.09 -0.01 -0.08 0.126
H -0.5721 2.1681 -3.6563 0.04 0.03 -0.06 0.109
H -2.7115 2.5212 -1.9309 -0.06 0.03 0.01 0.112
H -2.0152 4.1571 -1.9519 -0.05 0.03 0.03 0.126
O -4.8987 1.1173 2.0746 0.00 0.18 -0.08 -0.286
S -4.3903 2.3325 1.4939 -0.08 -0.27 0.18 0.665
O -5.1203 2.9588 0.4412 0.17 0.15 -0.04 -0.265
N -2.8180 1.9631 1.0340 0.23 -0.45 0.22 -0.097
C -1.9767 2.3590 1.9437 -0.41 -0.02 -0.31 -0.711
S -0.3915 1.7319 2.1393 0.16 -0.05 -0.36 0.761
C -2.5261 3.3521 2.9030 0.05 0.10 0.12 -0.228
C -1.8416 4.1557 3.7954 0.00 -0.02 0.04 -0.016
C -2.5738 5.0629 4.5549 0.08 -0.02 0.00 -0.045
C -3.9562 5.1465 4.4299 0.02 0.03 0.05 -0.046
C -4.6448 4.3405 3.5279 -0.18 -0.05 -0.07 -0.017
C -3.9030 3.4613 2.7710 0.19 -0.02 -0.11 -0.211
H -0.7636 4.0865 3.8751 -0.04 0.03 0.04 0.109
H -2.0562 5.7179 5.2446 -0.05 -0.04 -0.01 0.114
H -4.5054 5.8561 5.0370 0.03 -0.04 -0.04 0.116
H -5.7214 4.4091 3.4204 0.10 0.00 -0.01 0.130
```
Forces are in eV/Å.

Properties
* HOMO (alpha / beta): -0.398 / -0.410 hartree
* frontier orbital gap (alpha / beta): 6.818 / 7.604 eV
* LUMO level (alpha / beta): -4.0 / -3.6 eV
* total charge: +1
* <S²>: 2.01
* energy above the lowest of the compared OMol25 structures with the same formula, charge and spin: 15.1 kcal/mol
* 2S+1: 3



Record 5
Here is C2F2I2 in the gas phase from OMol25. Energies are from ωB97M-V/def2-TZVPD.

```
6
Properties=species:S:1:pos:R:3:forces:R:3:nbo_charge:R:1
C 0.6556 -0.5340 0.3117 -3.78 3.16 -1.43 0.123
C -0.6917 0.5806 -0.2221 4.06 -5.43 0.69 0.158
F 0.4946 -1.7722 -0.0661 -0.51 -0.67 -0.06 -0.332
F -0.4227 1.7672 0.1014 0.06 2.49 0.68 -0.305
I 2.5627 0.1097 -0.0883 0.60 0.43 0.00 0.167
I -2.5985 -0.1513 -0.0365 -0.43 0.02 0.13 0.190
```
Forces are in eV/Å.

Properties
* HOMO (alpha / beta): -0.315 / -0.313 hartree
* frontier orbital gap (alpha / beta): 7.964 / 7.767 eV
* LUMO level (alpha / beta): -0.6 / -0.7 eV
* energy above the lowest of the compared OMol25 structures with the same formula, charge and spin: 64.9 kcal/mol
* SMILES: F/C(I)=C(/F)I



Record 6
Here is a 3-piece molecular cluster, CH10N5 overall from OMol25. Energies are from ωB97M-V/def2-TZVPD.

```
16
Properties=species:S:1:pos:R:3:forces:R:3:nbo_charge:R:1
C 0.7503 -0.5154 0.1964 -2.60 0.19 0.14 0.427
N -2.7900 0.0769 -0.1249 -0.23 0.96 0.61 -0.939
N 2.5873 0.5277 -0.1180 1.29 0.66 -0.61 -0.631
N 1.0120 -1.7571 0.5812 -0.77 -0.67 0.31 -0.788
N -0.2026 0.1956 -0.2872 1.10 -2.22 0.54 -0.409
N 0.0739 1.5390 -0.3774 0.10 1.95 -3.19 -0.628
H -3.2123 -0.5281 -0.8129 -0.67 0.07 -0.27 0.428
H -3.0704 1.0876 -0.2370 0.15 -1.45 -0.01 0.444
H 3.2923 -0.1476 -0.3411 1.03 -0.25 -0.56 0.329
H 2.6872 0.6527 0.8721 0.36 0.30 0.92 0.317
H 0.6268 -2.3386 1.3224 -0.78 0.53 -0.21 0.416
H 1.9587 -2.0117 0.4691 1.24 -0.24 -0.27 0.399
H -1.6483 0.0156 -0.3657 -0.02 0.06 0.96 0.432
H -3.0876 -0.2411 0.8295 0.62 0.36 -1.11 0.437
H 1.0952 1.6613 -0.1138 -1.51 0.19 -0.93 0.398
H -0.0726 1.7832 -1.4928 0.69 -0.44 3.69 0.367
```
Forces are in eV/Å.

Properties
* HOMO (alpha / beta): -0.376 / -0.469 hartree
* frontier orbital gap (alpha / beta): 7.091 / 7.030 eV
* LUMO level (alpha / beta): -3.1 / -5.7 eV
* total charge: +1
* <S²>: 2.01
* energy above the lowest of the compared OMol25 structures with the same formula, charge and spin: 22.7 kcal/mol
* 2S+1: 3